Here is a structure of composition C28H34MoN5O3 from the OMol25 dataset. Energies are from wB97M-V/def2-TZVPD.

Computed properties:
- total charge = +2
- expectation value of S² = 1.205
- relative energy (zero: lowest compared OMol25 entry of this formula, charge and spin) (eV) = 0.0809
- spin multiplicity = 2
- E_tot (hartree) = -1654.4915
- frontier orbital gap (alpha / beta) (eV) = 6.793 / 6.345
- HOMO energy (alpha / beta) (eV) = -13.1 / -12.9

Structure (XYZ):
```
71
Properties=species:S:1:pos:R:3:forces:R:3
Mo -0.952663 0.646605 -0.136696 -0.1850 0.0890 -0.0196
C 0.479931 -2.796951 -3.236369 -0.0087 -0.0228 -0.0365
O 0.526019 -1.866854 -2.151693 0.0151 0.0241 0.0357
C 1.732862 -1.318536 -1.849240 0.0027 -0.0587 -0.0086
C 2.856918 -1.430239 -2.662382 0.0452 0.0208 0.0029
C 4.069366 -0.883922 -2.260968 -0.0130 -0.0065 -0.0021
C 4.179382 -0.220055 -1.049342 -0.0236 -0.0114 -0.0069
C 3.060872 -0.111022 -0.237195 0.0149 0.0475 0.0253
C 1.844254 -0.646051 -0.628622 -0.0901 0.0661 0.0143
N 0.715142 -0.558904 0.277746 0.0438 -0.3036 0.0543
N 1.015345 -1.124263 1.393257 0.0263 0.1015 -0.1003
C 0.189501 -1.249188 2.444231 -0.1792 -0.0599 0.1325
C -1.153431 -0.796926 2.493247 0.2199 -0.1227 -0.0632
O -1.680216 -0.121675 1.490850 -0.0129 0.1924 -0.0413
C -1.958524 -1.069344 3.613331 -0.0087 -0.0152 0.0500
C -1.434949 -1.747278 4.674533 -0.0328 0.0140 -0.0118
C -0.090694 -2.206897 4.699480 -0.0165 0.0136 -0.0054
C 0.412772 -2.900961 5.818519 0.0248 -0.0061 -0.0045
C 1.707529 -3.345566 5.828473 -0.0280 0.0051 0.0093
C 2.531342 -3.108514 4.717337 0.0080 0.0084 -0.0177
C 2.062739 -2.434617 3.614854 0.0144 -0.0184 0.0034
C 0.740117 -1.968189 3.585776 -0.0328 0.0410 -0.0670
H 1.197956 -3.603564 -3.087459 0.0003 0.0056 0.0145
H -0.526497 -3.207554 -3.238902 0.0080 0.0025 0.0028
H 0.670312 -2.304903 -4.192263 -0.0049 0.0078 0.0096
H 2.807803 -1.972623 -3.595057 -0.0195 -0.0022 -0.0027
H 4.935544 -1.001478 -2.898725 0.0012 0.0030 0.0024
H 5.128815 0.184818 -0.726697 -0.0006 -0.0022 0.0050
H 3.122503 0.368112 0.732756 0.0198 -0.0021 -0.0013
H -2.982674 -0.722561 3.611884 0.0015 0.0058 -0.0075
H -2.060515 -1.944827 5.537117 0.0085 -0.0019 0.0025
H -0.239450 -3.076121 6.664677 0.0009 -0.0002 -0.0007
H 2.094616 -3.878494 6.685686 0.0095 -0.0006 -0.0050
H 3.553245 -3.463859 4.727417 -0.0023 -0.0014 0.0051
H 2.705337 -2.264568 2.763621 0.0118 -0.0073 0.0076
C -3.207159 2.367737 1.223216 -0.0170 -0.0182 0.0445
N -2.608297 2.267749 -0.130092 0.0333 -0.0940 0.0484
C -2.109295 3.613713 -0.486670 -0.0414 0.0217 0.0374
C -3.655436 1.865182 -1.100124 0.0022 -0.0137 -0.0420
C -3.791405 0.362022 -1.098384 0.0135 0.0324 -0.0081
N -2.474332 -0.266951 -1.398697 0.0830 -0.0851 0.0420
C -2.552020 -1.721633 -1.092322 -0.0549 0.0158 0.0125
C -2.161380 -0.120308 -2.844771 0.0176 0.0010 0.0601
H -3.946248 3.172423 1.241703 -0.0030 -0.0068 -0.0025
H -2.427295 2.581328 1.951827 -0.0051 0.0087 0.0021
H -3.683885 1.432018 1.499755 0.0065 0.0001 -0.0027
H -2.935386 4.329515 -0.507168 -0.0001 -0.0051 0.0029
H -1.629238 3.590906 -1.460934 0.0040 -0.0042 -0.0046
H -1.397939 3.943276 0.270662 0.0124 0.0053 -0.0166
H -3.360636 2.224497 -2.085551 -0.0170 0.0034 -0.0063
H -4.609343 2.339331 -0.853170 -0.0047 -0.0019 -0.0186
H -4.530326 0.034382 -1.834305 -0.0113 -0.0087 0.0127
H -4.110593 0.001772 -0.120081 0.0160 0.0062 0.0006
H -3.268841 -2.197664 -1.765792 -0.0071 -0.0065 0.0149
H -2.879915 -1.858235 -0.064337 0.0124 0.0071 -0.0034
H -1.567027 -2.161214 -1.222497 -0.0094 -0.0129 -0.0148
H -2.958995 -0.581594 -3.430731 0.0087 -0.0032 -0.0170
H -1.217232 -0.616619 -3.045376 0.0049 -0.0133 -0.0053
H -2.069046 0.927735 -3.112903 -0.0152 0.0045 -0.0047
O -0.116527 1.695304 -1.655361 0.2351 0.1868 -0.0211
N 1.137466 2.198909 -1.717607 -0.1764 -0.0703 -0.0673
C 1.591496 2.988610 -0.731785 0.0333 -0.0121 -0.0442
C 2.846982 3.542533 -0.825608 0.0320 0.0174 0.0058
C 3.626868 3.275450 -1.942757 -0.0089 0.0111 0.0116
C 3.125667 2.452586 -2.939144 -0.0545 -0.0148 0.0217
C 1.861022 1.919010 -2.807767 0.1680 0.0509 -0.0582
H 0.910626 3.158042 0.089631 -0.0096 0.0045 0.0010
H 3.199257 4.183236 -0.030157 -0.0018 -0.0037 0.0012
H 4.613656 3.707725 -2.035121 -0.0020 0.0019 0.0011
H 3.700844 2.218530 -3.822889 0.0002 0.0001 -0.0007
H 1.393304 1.277665 -3.537876 -0.0615 -0.0099 0.0426
```
Positions in Å, forces in eV/Å.